This record from OMol25 describes a molecular structure, C15H17BeNS2 at a distorted geometry. The level of theory is wB97M-V/def2-TZVPD.

Structure (XYZ):
```
36
Properties=species:S:1:pos:R:3:forces:R:3:lowdin_charge:R:1
S -1.544 0.390 2.406 0.28 -0.57 -0.12 1.1125
S 0.505 2.104 0.904 -0.14 -0.69 -0.39 1.0316
N 0.690 -0.485 1.530 -0.27 0.71 0.16 0.0346
C 0.394 3.591 -3.419 -2.28 0.11 -3.26 -0.3433
C -1.609 -3.716 2.767 0.17 0.55 -0.01 -0.0660
C 0.502 1.070 -3.101 0.11 -0.34 -0.87 -0.1949
C 2.479 1.918 -1.112 0.55 -0.35 0.17 -0.2241
C -1.210 -1.348 2.525 0.21 -0.20 0.09 -0.4231
C 1.134 3.956 -2.244 1.94 1.33 3.01 -0.3300
C -2.048 -2.394 2.925 0.17 -0.06 0.00 -0.0674
C 0.069 1.535 -1.708 -0.90 -1.71 1.05 -0.3670
C 0.535 -2.937 1.893 -0.28 -0.30 0.21 -0.0022
C -0.326 -3.980 2.252 0.15 0.38 0.03 -0.0631
C 2.443 3.310 -1.820 0.65 0.80 -0.08 -0.2029
C 0.602 2.267 -4.108 0.53 -0.25 -0.79 -0.2234
C -0.043 0.645 1.599 0.58 -0.42 0.28 -0.8795
C 0.067 -1.634 2.034 -0.06 0.05 -0.77 -0.2541
C 1.164 1.251 -0.677 -0.19 1.52 -1.77 -0.5002
Be -0.259 3.134 -2.038 -0.65 0.14 1.69 0.2080
H 1.540 -3.104 1.497 -0.39 -0.10 0.09 0.1233
H 2.983 1.209 -1.788 -0.25 0.05 0.24 0.1026
H 3.135 1.983 -0.229 -0.03 -0.02 -0.24 0.0932
H 1.307 0.163 -0.575 0.08 0.44 0.48 0.0961
H 1.122 5.016 -1.970 0.12 -0.11 -0.52 0.0860
H 1.454 0.504 -3.101 -0.27 0.16 0.11 0.0965
H 2.930 4.018 -1.120 -0.23 -0.26 -0.26 0.0980
H -0.168 2.142 -4.893 0.22 0.13 0.38 0.0988
H -3.026 -2.154 3.334 0.10 -0.23 -0.11 0.1138
H 1.575 -0.397 1.001 -0.71 -0.62 0.72 0.1619
H 1.563 2.220 -4.668 -0.08 -0.20 0.19 0.0911
H -0.855 1.032 -1.395 0.11 -0.55 0.11 0.0784
H -0.243 0.345 -3.472 0.19 0.28 0.05 0.1026
H -2.266 -4.545 3.037 0.22 0.32 -0.07 0.1118
H 3.141 3.275 -2.687 -0.15 -0.26 0.39 0.1079
H 0.002 -5.011 2.120 -0.09 0.28 0.07 0.1108
H -0.082 4.381 -4.001 0.61 -0.01 -0.23 0.0817
```
Forces are in eV/Å.

HOMO	-4.39	eV
E_LUMO	-1.078	eV
ΔE to the lowest compared entry with this formula, charge and spin	445.1	kJ/mol